# 1
The following is a quantum chemistry calculation of 14 unconnected molecules or ions with the total composition C60H145N3O14 in a non-equilibrium geometry, from OMol25.

Output
HOMO energy = -7.72 eV
Strongest force on any atom = 5.991 eV/A
Spin multiplicity = 1
Kohn-Sham gap = 8.088 eV
Total charge = 0
Relative energy (zero: lowest compared OMol25 entry of this formula, charge and spin) = 113.1 kcal per mole
LUMO = 0.014 Ha

Each line ends with the Löwdin charge.
Atoms and positions in Å:
O1 -5.79 3.21 3.18  -0.05
C1 -1.03 0.47 1.47  -0.16
H1 -2.94 1.93 -3.91  0.12
H2 -5.75 0.91 4.14  0.08
H3 3.00 8.13 5.68  0.09
H4 4.35 1.63 1.46  0.10
H5 -1.33 2.80 -0.78  0.05
H6 -4.49 3.00 4.82  0.14
N1 6.82 2.11 -0.02  -0.18
H7 -6.41 3.45 3.87  0.08
O2 1.33 -0.29 -1.27  -0.02
H8 -0.42 1.54 -3.31  0.06
C2 -5.35 -3.08 -5.03  -0.05
O3 0.39 7.89 2.73  0.01
H9 -0.67 0.49 -6.11  0.14
H10 -5.85 -0.32 -1.98  0.09
H11 -3.02 -4.67 0.01  0.06
C3 -0.02 5.53 4.60  -0.03
C4 0.79 5.66 3.28  -0.42
C5 3.57 6.51 3.91  -0.12
C6 -3.16 -5.75 0.00  -0.05
C7 5.08 2.41 1.68  -0.12
H12 -0.62 -3.07 5.42  0.08
N2 1.36 7.05 3.00  -0.17
H13 -0.70 -7.63 -2.46  0.10
O4 -0.66 -6.82 -2.97  -0.09
H14 -0.61 -4.82 -4.01  0.06
H15 -0.47 4.06 -3.11  0.06
C8 1.47 -7.37 -3.40  -0.04
C9 -1.08 -1.38 -2.32  -0.01
C10 -0.07 5.24 2.08  -0.05
H16 -1.03 5.75 1.99  0.08
H17 -5.64 -3.94 -5.63  0.08
H18 5.37 -0.19 -0.40  0.06
C11 4.39 2.80 -0.62  -0.03
O5 -3.87 -2.36 -6.65  -0.04
H19 2.21 -5.53 4.69  0.08
C12 -4.78 1.17 3.73  -0.08
H20 5.53 -2.10 -1.92  0.14
H21 -0.64 -3.60 -1.15  0.07
H22 4.12 1.76 -0.76  0.07
C13 4.96 -1.15 -0.07  -0.06
H23 0.93 0.16 -2.02  0.06
H24 0.46 2.35 0.02  0.06
H25 4.03 9.18 3.59  0.09
H26 2.50 9.74 3.21  0.08
H27 1.16 -5.89 3.34  0.08
C14 -1.96 -0.77 1.50  -0.12
H28 -7.30 -2.77 -2.09  0.07
C15 -0.39 0.19 -8.25  -0.05
H29 -6.22 -0.87 1.26  0.07
H30 0.36 -1.86 -5.50  0.07
C16 -4.39 -7.64 -1.08  -0.05
H31 -5.81 0.46 -0.34  0.09
H32 -4.02 -5.22 4.66  0.10
H33 -4.49 -2.37 2.69  0.06
H34 3.90 4.31 4.29  0.10
H35 1.10 -7.82 -4.31  0.09
H36 8.47 3.56 1.77  0.06
H37 -5.88 -3.64 5.10  0.08
H38 3.56 -3.70 -1.91  0.08
H39 -0.24 -3.46 3.65  0.07
C17 3.12 5.07 4.36  -0.14
C18 6.11 4.41 0.39  -0.02
C19 -0.28 -2.82 -0.48  -0.01
H40 4.39 6.75 4.59  0.11
H41 3.19 8.45 2.06  0.09
H42 -0.91 6.15 4.65  0.09
H43 1.04 -1.87 -7.15  0.09
C20 -4.60 2.66 3.80  -0.46
C21 -3.11 2.20 -2.02  -0.56
H44 -2.08 4.06 -1.54  0.08
H45 3.16 2.14 -4.19  0.08
C22 1.09 -0.70 1.80  -0.01
H46 -3.44 -8.17 -1.03  0.08
H47 1.41 -8.13 -2.62  0.07
C23 0.01 -3.59 4.71  -0.05
H48 -7.61 -3.42 -0.54  0.08
H49 -2.53 -2.27 0.04  0.09
C24 -6.99 -1.31 -0.48  -0.51
H50 -4.86 -5.51 -1.24  0.13
H51 -0.29 4.18 2.05  0.06
C25 -2.80 -3.51 -4.88  -0.05
H52 1.48 2.95 -2.54  0.13
H53 2.08 -1.01 1.48  0.06
H54 8.02 1.25 2.93  0.12
H55 1.28 -0.18 2.74  0.09
C26 -2.10 -1.27 -0.01  -0.09
H56 0.24 -5.11 6.19  0.14
H57 -2.88 -3.77 -3.82  0.06
H58 -4.76 -2.92 6.39  0.08
H59 2.54 3.73 -4.33  0.08
H60 -2.44 -6.49 -2.25  0.04
C27 0.08 -5.04 5.11  -0.53
H61 0.39 0.84 -8.63  0.07
H62 -0.32 -0.69 -8.88  0.08
H63 0.91 -4.11 -3.47  0.07
H64 5.76 1.88 3.74  0.11
H65 1.16 2.14 1.69  0.06
H66 1.03 -3.21 4.78  0.08
H67 -0.59 -3.13 0.51  0.07
H68 -1.86 -2.97 -4.94  0.05
O6 -3.55 -4.49 5.07  -0.08
H69 -3.97 -1.59 -4.88  0.14
C28 4.67 -2.02 -1.26  -0.49
H70 -1.49 -1.56 2.09  0.08
C29 -3.92 -2.58 -5.32  -0.53
H71 -1.55 -2.33 -2.56  0.07
C30 1.07 2.59 -3.48  -0.53
H72 -1.75 -5.22 4.99  0.04
H73 -4.88 -0.93 -0.79  0.07
N3 0.16 -0.31 -0.52  -0.10
H74 -1.65 -0.56 -2.75  0.08
H75 -2.51 2.60 3.44  0.07
C31 -0.52 -0.32 -6.81  -0.54
C32 0.56 -6.18 -2.98  -0.48
H76 9.21 3.32 0.26  0.08
H77 6.64 3.14 3.08  0.09
C33 7.21 1.26 2.19  -0.15
H78 -6.11 -2.36 -5.33  0.08
H79 4.08 -0.95 0.54  0.07
H80 -7.92 -0.78 -0.71  0.14
H81 -5.03 1.97 -2.98  0.09
H82 4.70 3.11 -1.62  0.08
H83 5.30 5.13 0.28  0.07
O7 0.51 1.36 -3.49  -0.02
H84 0.76 -5.88 -1.95  0.13
C34 0.46 -4.99 -3.92  -0.02
H85 -4.95 -7.99 -1.95  0.08
C35 3.99 -3.35 -0.97  -0.05
C36 -4.44 2.68 -2.39  -0.07
H86 -0.42 3.26 -4.85  0.09
C37 -2.33 3.10 -1.09  -0.02
C38 1.19 -5.82 4.43  -0.07
H87 6.80 4.66 -0.42  0.08
H88 4.66 -4.13 -0.62  0.07
H89 -2.82 3.43 -0.18  0.07
H90 2.04 1.66 0.48  0.05
H91 -2.91 -0.75 -0.51  0.07
H92 -0.12 -1.37 -2.84  0.08
O8 -1.63 -1.06 -6.92  -0.06
H93 7.80 -0.46 0.44  0.06
C39 8.52 0.36 0.37  -0.02
H94 -4.24 -3.16 -7.03  0.09
H95 0.31 5.41 1.07  0.08
C40 -5.14 -2.88 5.36  -0.03
H96 0.79 -2.62 -0.58  0.08
C41 0.98 1.69 0.71  0.01
O9 -1.01 -5.72 4.62  -0.05
H97 -1.64 1.10 0.82  0.10
H98 0.52 4.65 -4.31  0.08
C42 -4.00 -6.18 -1.21  -0.51
H99 -2.50 -4.36 -5.49  0.09
H100 -1.27 0.76 -8.56  0.08
C43 2.24 2.68 -4.40  -0.07
C44 7.91 1.64 0.91  -0.48
H101 9.35 0.10 1.03  0.09
H102 3.03 -1.00 -1.43  0.03
H103 1.62 3.69 3.49  0.10
H104 -3.17 -3.54 2.40  0.07
H105 -4.05 0.58 4.28  0.08
O10 -3.26 -6.01 -2.37  -0.05
H106 -5.39 -3.31 -3.97  0.07
O11 3.80 -1.19 -1.97  -0.07
H107 -5.04 2.72 -1.49  0.09
H108 0.90 -5.15 -4.91  0.09
H109 0.21 7.73 1.80  0.11
H110 0.62 5.60 5.49  0.06
H111 5.74 -1.58 0.54  0.07
H112 6.73 0.28 2.19  0.11
H113 -5.01 -7.86 -0.21  0.08
C45 0.58 -1.25 -6.39  -0.04
H114 2.49 -6.97 -3.44  0.08
H115 -2.26 -6.31 0.25  0.09
H116 -3.40 1.27 -1.54  0.12
C46 6.14 2.22 2.78  -0.15
H117 -3.79 -5.91 0.88  0.07
C47 -5.87 -0.47 -0.90  -0.08
H118 -3.25 4.07 2.93  0.08
H119 6.86 1.58 -1.67  0.11
C48 -0.77 -1.39 -0.84  -0.47
H120 1.44 7.42 5.71  0.07
C49 8.95 2.78 1.17  -0.01
H121 -4.56 3.67 -2.82  0.10
C50 2.49 7.60 3.74  -0.54
H122 2.55 4.69 2.37  0.10
C51 2.04 4.69 3.33  -0.15
O12 -6.79 -1.54 0.86  -0.04
H123 6.49 4.71 1.36  0.07
H124 -2.95 -0.51 1.85  0.08
O13 -2.41 1.90 -3.12  -0.02
H125 1.37 -0.57 -6.08  0.08
H126 -0.47 4.54 4.62  0.07
C52 -3.88 -3.25 4.49  -0.46
H127 -0.96 1.02 2.40  0.11
C53 -4.06 -3.33 2.98  -0.03
H128 -1.39 -1.81 -7.48  0.10
H129 -5.45 -1.84 5.29  0.06
H130 1.98 2.41 -5.42  0.08
C54 3.13 8.86 3.07  -0.01
H131 1.52 8.94 4.99  0.09
H132 4.06 6.42 2.94  0.11
C55 -3.39 2.99 2.93  -0.06
C56 2.09 8.01 5.08  -0.07
O14 7.21 2.37 -1.26  0.00
H133 4.40 3.15 2.10  0.09
C57 0.32 0.23 0.85  -0.44
H134 8.79 0.43 -0.69  0.08
H135 1.09 -6.87 4.69  0.08
C58 0.07 3.70 -3.99  -0.03
H136 0.60 -1.60 2.18  0.06
C59 -6.94 -2.73 -1.06  -0.04
H137 2.61 4.99 5.32  0.10
H138 -4.75 0.77 2.71  0.06
C60 5.64 2.92 0.28  -0.45
H139 3.64 3.53 -0.30  0.09
H140 -6.00 -3.29 -1.01  0.07
H141 -3.45 2.63 1.90  0.07
H142 -4.89 -4.00 2.74  0.09
H143 3.34 -3.36 -0.09  0.07
H144 -3.04 -2.64 4.82  0.12
H145 9.79 2.34 1.70  0.08

---

# 2
The following is a quantum chemistry calculation of 2 unconnected molecules or ions with the total composition C3H4N2OS in a non-equilibrium geometry, from OMol25.

Output
HOMO energy (spin up / spin down) = -5.79 / -9.59 eV
Strongest force on any atom = 5.494 eV/A
Spin multiplicity = 3
Kohn-Sham gap (spin up / spin down) = 6.338 / 7.607 eV
Total charge = 0
Relative energy (zero: lowest compared OMol25 entry of this formula, charge and spin) = 48.9 kcal per mole
LUMO (spin up / spin down) = 0.020 / -0.073 Ha

Each line ends with the Löwdin spin population.
Atoms and positions in Å:
O1 -1.72 1.69 0.18  0.00
H1 3.06 -0.34 -0.73  0.00
C1 2.24 0.19 -0.37  0.00
N1 -2.46 -0.49 0.85  0.55
H2 2.01 0.92 -1.07  0.00
S1 -3.32 -0.27 -0.75  1.29
H3 2.72 0.72 0.49  0.00
H4 -1.76 -1.14 0.85  0.03
N2 0.22 -1.23 0.34  0.01
C2 1.15 -0.68 -0.06  0.00
C3 -2.14 0.63 0.28  0.12

---

# 3
The following is a quantum chemistry calculation of a gas-phase ion, C4H11N2O (charge -1) in a non-equilibrium geometry, from OMol25.

Output
HOMO energy = -2.17 eV
Strongest force on any atom = 4.028 eV/A
Spin multiplicity = 1
Kohn-Sham gap = 6.011 eV
Total charge = -1
SMILES string = NCCNCC[O-]
Relative energy (zero: lowest compared OMol25 entry of this formula, charge and spin) = 66.8 kcal per mole
LUMO = 0.141 Ha

Each line ends with the natural charge from an NBO analysis.
Atoms and positions in Å:
C1 -0.49 1.59 0.18  -0.26
C2 1.07 -1.84 0.71  -0.22
H1 -1.64 2.81 -1.46  0.06
H2 -0.82 1.69 1.20  0.17
H3 1.92 -2.03 1.41  0.17
H4 0.46 2.21 -0.05  0.15
H5 -1.61 1.07 -1.80  0.04
N1 1.34 -2.31 -0.62  -0.86
O1 -2.98 1.76 -0.35  -0.93
H6 1.01 -0.02 1.74  0.15
H7 -1.13 -0.22 0.00  0.40
C3 1.02 -0.33 0.67  -0.21
N2 -0.09 0.14 -0.06  -0.70
H8 1.97 0.11 0.20  0.17
H9 -0.05 -2.06 1.15  0.17
H10 0.55 -2.94 -0.87  0.35
C4 -1.74 1.83 -0.81  0.00
H11 1.22 -1.46 -1.24  0.38